[1]
# C24H30F6NO3W

C24H30F6NO3W as an isolated structure (the ωB97M-V functional and the def2-TZVPD basis, the Open Molecules 2025 dataset).

The HOMO energy (spin up / spin down) is -2.610 / -2.845 eV. For the largest force on an atom, the calculation gives 13.7 eV/A. As for the spin multiplicity: 3. Its charge is -1.

Positions of all 65 atoms, in Å:
1 W -0.7403 -0.2317 0.0781
2 C -0.9267 -0.2502 3.8138
3 C -1.8387 -0.2416 2.6354
4 C -2.2714 -1.4304 2.0662
5 C -3.0970 -1.4234 0.9589
6 C -3.4958 -0.2219 0.4087
7 C -3.0880 0.9685 0.9744
8 C -2.2596 0.9586 2.0786
9 H 0.1287 -0.1896 3.5279
10 H -1.0610 -1.1653 4.3905
11 H -1.1413 0.5958 4.4663
12 H -1.9765 -2.3642 2.5156
13 H -3.4284 -2.3514 0.5190
14 H -4.1277 -0.2144 -0.4651
15 H -3.4168 1.9054 0.5486
16 H -1.9531 1.8844 2.5353
17 N -1.6692 -1.4763 -1.3289
18 C -1.5251 -2.8336 -1.7425
19 C -0.0421 -3.1526 -1.6589
20 C 0.4780 -2.9659 -0.2243
21 O 0.8442 -4.0433 0.3382
22 O 0.5354 -1.7762 0.2094
23 H -2.9430 -0.9604 -1.1014
24 H -1.7647 -0.6177 -2.2221
25 H -1.8985 -2.9750 -2.7609
26 H -2.0934 -3.4900 -1.0759
27 H 0.5406 -2.5082 -2.3297
28 H 0.1278 -4.1855 -1.9856
29 C -0.1450 2.9737 -0.3849
30 C -0.4848 2.2146 -1.6855
31 C -1.0744 3.2294 -2.6862
32 C -1.5519 1.1735 -1.3271
33 C 0.7328 1.5078 -2.3128
34 C 0.5702 0.7584 -3.5013
35 C 1.6528 0.1051 -4.0962
36 C 2.9200 0.1833 -3.5218
37 C 3.1080 0.9152 -2.3506
38 C 2.0306 1.5721 -1.7483
39 H -1.0543 3.4565 0.0357
40 H 0.6028 3.7736 -0.5764
41 H 0.2530 2.2802 0.3874
42 H -1.9609 3.7401 -2.2508
43 H -1.4021 2.7364 -3.6250
44 H -0.3172 4.0010 -2.9449
45 H -1.9306 0.6281 -2.2167
46 H -0.3974 0.6737 -3.9769
47 H 1.5072 -0.4634 -5.0057
48 H 3.7570 -0.3236 -3.9844
49 H 4.0932 0.9748 -1.9059
50 H 2.2346 2.1239 -0.8432
51 C 2.6204 -1.5007 1.9892
52 C 1.7895 -0.2316 2.2715
53 O 0.7743 -0.2317 1.3912
54 C 2.6969 1.0043 2.1616
55 F 2.0747 2.1742 2.4442
56 F 3.2453 1.1417 0.9227
57 F 3.7588 0.9242 3.0104
58 C 1.3300 -0.2414 3.7383
59 F 0.5480 -1.3163 4.0339
60 F 0.6331 0.8605 4.1069
61 F 2.3856 -0.3271 4.5943
62 H 3.0238 -1.5088 0.9678
63 H 2.0278 -2.4165 2.1166
64 H 3.4755 -1.5746 2.6721
65 H 0.5789 -0.2317 -1.0656

Cartesian forces, eV/Å:
1.75 0.39 -3.15
-9.60 0.82 -2.07
-0.10 -0.16 1.18
0.00 -0.38 0.30
-1.00 -0.13 0.54
-1.33 -0.64 0.74
-0.06 0.87 0.18
-0.40 0.40 0.07
-12.53 0.77 -4.67
-1.73 0.62 -0.01
-0.87 -0.21 -0.11
0.16 -0.19 -0.01
0.03 -0.13 -0.04
-0.42 0.23 -0.10
0.12 -0.11 -0.04
0.11 0.21 0.02
-5.76 5.97 -3.00
0.19 -0.36 -0.19
0.25 -0.46 -0.29
0.34 -3.04 -1.00
-0.38 2.45 -0.13
-0.07 -5.59 -0.67
3.99 -2.72 -1.13
1.36 -3.29 2.33
-0.04 -0.07 0.07
0.07 -0.15 0.04
-0.27 0.18 0.09
-0.01 0.14 0.27
0.32 0.26 -0.01
-0.77 0.00 -0.27
0.11 0.45 -0.33
1.67 -0.73 1.55
0.64 0.57 -0.39
0.81 0.32 0.22
-0.21 0.36 0.55
-0.03 0.03 0.16
-0.63 0.01 -0.21
-0.19 -0.03 -1.01
0.44 -0.39 -0.37
-0.24 -0.37 0.18
-0.11 0.47 -0.37
0.50 -0.38 -0.14
0.20 0.22 0.49
-0.37 -0.26 -0.01
-0.27 0.90 -0.59
-0.14 0.08 0.11
-0.03 -0.03 -0.05
0.04 -0.03 -0.02
0.01 -0.01 0.07
-0.29 0.03 -0.04
1.05 -0.54 0.77
-0.13 -0.71 -1.60
0.77 5.12 4.12
1.15 0.88 -0.50
0.15 -0.49 -0.29
-0.57 -0.27 0.79
-0.17 0.23 -0.33
6.71 -0.77 1.99
10.38 -8.52 2.65
8.00 6.70 3.20
-0.70 0.00 -0.15
-0.43 0.28 0.27
-0.06 0.49 -0.15
-0.05 0.06 -0.04
-1.37 0.59 0.58

natural (NBO) population analysis, charges in e, atoms 1 to 5:
1 W 1.189
2 C -0.524
3 C 0.046
4 C -0.289
5 C -0.187

[2]
# C24H30N2O2

An isolated molecule of C24H30N2O2 (the ωB97M-V functional and the def2-TZVPD basis, the Open Molecules 2025 dataset).

The HOMO energy is -8.334 eV. For the largest force on an atom, the calculation gives 0.5 eV/A.

Positions of all 58 atoms, in Å:
1 C -0.8058 3.8900 -1.9348
2 C -0.9923 3.6289 -0.4423
3 N -0.9352 2.2272 -0.1154
4 C 0.2841 1.4611 -0.2040
5 C -0.0208 0.2253 0.6464
6 C 0.8140 -0.9991 0.2869
7 C 2.2833 -0.8508 0.6958
8 N 2.9375 0.2163 -0.0424
9 C 4.0118 0.8935 0.6637
10 C 5.3116 0.0796 0.6801
11 O 5.7275 -0.2264 -0.6341
12 C 4.7275 -0.9423 -1.3279
13 C 3.4045 -0.1641 -1.3664
14 C -1.5501 0.0469 0.4729
15 C -1.8684 -0.7646 -0.7728
16 C -1.9745 -0.1696 -2.0240
17 C -2.2350 -0.9310 -3.1503
18 C -2.3905 -2.3016 -3.0463
19 C -2.2904 -2.9044 -1.8041
20 C -2.0336 -2.1431 -0.6789
21 C -2.2854 -0.5377 1.6583
22 C -1.6600 -1.0091 2.8049
23 C -2.4041 -1.5264 3.8525
24 C -3.7835 -1.5770 3.7744
25 C -4.4164 -1.1151 2.6327
26 C -3.6748 -0.6086 1.5826
27 C -2.0124 1.5053 0.2479
28 O -3.1361 1.9386 0.3658
29 H -0.8641 4.9571 -2.1311
30 H 0.1630 3.5276 -2.2716
31 H -1.5862 3.3924 -2.5055
32 H -0.2181 4.1558 0.1274
33 H -1.9752 3.9820 -0.1201
34 H 0.5036 1.1776 -1.2402
35 H 1.1300 2.0326 0.1809
36 H 0.1674 0.4948 1.6898
37 H 0.4074 -1.8720 0.8004
38 H 0.7438 -1.1872 -0.7853
39 H 2.7799 -1.8245 0.5643
40 H 2.3265 -0.6013 1.7592
41 H 3.6938 1.1179 1.6832
42 H 4.2000 1.8363 0.1390
43 H 6.1249 0.6515 1.1296
44 H 5.1657 -0.8501 1.2531
45 H 5.1118 -1.0987 -2.3370
46 H 4.5759 -1.9233 -0.8502
47 H 2.6398 -0.7601 -1.8652
48 H 3.5569 0.7590 -1.9347
49 H -1.8716 0.8995 -2.1277
50 H -2.3195 -0.4483 -4.1133
51 H -2.5942 -2.8949 -3.9254
52 H -2.4159 -3.9732 -1.7094
53 H -1.9692 -2.6246 0.2858
54 H -0.5848 -0.9940 2.8993
55 H -1.8976 -1.8918 4.7346
56 H -4.3602 -1.9771 4.5954
57 H -5.4932 -1.1529 2.5581
58 H -4.1731 -0.2518 0.6956

Cartesian forces, eV/Å:
-0.02 -0.05 0.28
-0.18 0.20 -0.15
0.25 0.13 0.02
0.10 0.00 0.06
0.08 -0.17 -0.20
0.26 0.22 0.32
-0.27 -0.19 -0.15
0.05 0.06 0.08
0.32 -0.14 -0.02
-0.20 0.22 0.19
0.05 0.09 -0.06
-0.32 -0.02 -0.13
0.28 -0.11 -0.04
-0.02 0.11 0.14
-0.07 -0.03 -0.16
0.00 -0.04 0.04
0.02 -0.03 -0.14
-0.01 -0.01 -0.10
0.03 -0.09 0.02
0.04 -0.01 -0.04
-0.03 0.04 0.15
0.05 0.06 -0.17
-0.04 -0.09 0.18
0.05 -0.05 0.11
-0.05 0.00 -0.08
-0.07 -0.04 0.08
0.10 -0.05 0.16
-0.40 0.09 -0.05
0.03 0.11 -0.08
0.09 -0.01 -0.10
-0.07 -0.04 -0.08
-0.09 -0.03 0.01
0.16 0.00 0.03
0.09 0.02 0.00
-0.05 -0.03 -0.08
-0.03 0.02 0.00
-0.03 -0.11 -0.06
-0.05 -0.09 -0.03
0.02 0.04 0.12
0.04 -0.05 0.03
0.00 0.05 0.01
0.07 0.03 0.09
-0.06 -0.05 0.07
0.04 0.06 -0.02
-0.08 -0.07 0.03
0.04 0.05 -0.06
-0.02 0.02 -0.09
-0.01 -0.07 -0.11
0.01 0.14 -0.01
-0.02 0.04 -0.07
-0.03 -0.04 -0.07
-0.01 -0.09 0.01
-0.02 -0.04 0.08
0.12 0.04 -0.03
0.03 -0.03 0.06
-0.04 -0.03 0.06
-0.09 0.01 -0.01
-0.04 0.02 -0.07

natural (NBO) population analysis, charges in e, atoms 1 to 5:
1 C -0.614
2 C -0.212
3 N -0.445
4 C -0.206
5 C -0.187

[3]
# C24H30N2O3

An isolated molecule of C24H30N2O3 (the ωB97M-V functional and the def2-TZVPD basis, the Open Molecules 2025 dataset).

The HOMO energy is -8.887 eV. For the largest force on an atom, the calculation gives 0.6 eV/A.

Positions of all 59 atoms, in Å:
1 C 2.3582 3.2322 -2.0565
2 C 1.1813 2.4434 -2.6084
3 O 1.1455 1.1133 -2.0860
4 C 0.5568 0.9321 -0.9126
5 O 0.0631 1.8207 -0.2611
6 C 0.5694 -0.5237 -0.4538
7 C 1.6858 -0.6671 0.6150
8 C 2.9865 -0.0182 0.2180
9 C 3.8296 -0.6806 -0.6667
10 C 5.0172 -0.1159 -1.0931
11 C 5.3877 1.1287 -0.6182
12 C 4.5759 1.7788 0.2926
13 C 3.3766 1.2254 0.7261
14 C 2.5611 1.9658 1.7456
15 C 0.7676 -1.4985 -1.6189
16 C -0.4418 -1.5103 -2.5520
17 C -1.7172 -1.7802 -1.7607
18 N -1.8679 -0.7816 -0.7193
19 C -2.8775 0.1183 -0.8202
20 O -3.6704 0.0676 -1.7449
21 C -3.0548 1.1527 0.2764
22 C -3.9968 0.6077 1.3675
23 C -3.4067 -0.5813 2.0597
24 C -2.6146 -0.4462 3.1943
25 C -2.0403 -1.5722 3.7609
26 C -2.2742 -2.7996 3.1610
27 N -3.0321 -2.9462 2.0869
28 C -3.5859 -1.8695 1.5604
29 C -0.7854 -0.8121 0.2289
30 H 2.2353 3.3888 -0.9885
31 H 3.2857 2.6902 -2.2252
32 H 2.4109 4.1975 -2.5518
33 H 1.2662 2.3160 -3.6896
34 H 0.2380 2.9430 -2.3640
35 H 1.3239 -0.2301 1.5454
36 H 1.8486 -1.7339 0.7867
37 H 3.5581 -1.6654 -1.0168
38 H 5.6512 -0.6483 -1.7865
39 H 6.3109 1.5858 -0.9428
40 H 4.8797 2.7414 0.6796
41 H 1.5547 2.1633 1.3823
42 H 3.0318 2.9162 1.9859
43 H 2.4823 1.3861 2.6657
44 H 0.9060 -2.5015 -1.2063
45 H 1.6602 -1.2268 -2.1809
46 H -0.3121 -2.2797 -3.3142
47 H -0.5322 -0.5467 -3.0552
48 H -1.6745 -2.7688 -1.2896
49 H -2.5959 -1.7237 -2.4044
50 H -2.1082 1.4836 0.6976
51 H -3.5387 2.0126 -0.1901
52 H -4.9405 0.3290 0.8945
53 H -4.1899 1.4027 2.0911
54 H -2.4510 0.5314 3.6277
55 H -1.4250 -1.4986 4.6447
56 H -1.8414 -3.7097 3.5557
57 H -4.2044 -2.0396 0.6883
58 H -0.7450 -1.8122 0.6791
59 H -0.9463 -0.0876 1.0238

Cartesian forces, eV/Å:
-0.25 -0.33 -0.05
-0.01 0.63 -0.07
0.14 -0.22 -0.16
-0.18 -0.28 0.13
-0.05 0.21 0.01
-0.08 -0.15 0.18
-0.06 0.12 -0.12
0.11 -0.12 0.12
0.05 0.01 0.00
0.04 -0.05 -0.09
0.06 0.04 -0.01
0.05 -0.02 -0.02
0.06 0.02 -0.01
-0.07 0.00 0.01
-0.05 0.22 -0.22
-0.03 -0.18 0.21
-0.17 -0.03 -0.47
0.24 -0.28 -0.21
0.04 0.35 0.20
-0.37 0.10 -0.18
-0.15 0.07 -0.02
0.10 0.03 -0.15
-0.05 -0.04 0.31
-0.11 -0.15 -0.11
0.00 0.02 -0.05
0.21 0.04 0.27
-0.06 -0.49 -0.21
-0.08 0.30 0.04
0.29 0.32 0.21
0.02 0.05 0.09
0.10 -0.01 -0.02
0.02 0.13 -0.06
-0.06 0.00 0.13
0.12 -0.11 -0.12
-0.03 -0.04 0.06
-0.07 0.00 0.04
-0.05 -0.11 -0.04
0.06 -0.05 -0.05
0.08 0.03 -0.02
0.00 0.09 0.05
-0.04 0.03 0.08
0.02 0.05 0.04
-0.04 0.01 0.10
0.06 -0.03 0.06
0.04 -0.12 0.06
0.00 0.01 -0.06
-0.04 -0.01 -0.07
-0.01 -0.01 0.00
0.13 -0.10 0.13
-0.01 0.00 0.02
0.11 -0.07 -0.04
-0.03 0.07 0.05
-0.07 -0.05 -0.04
0.01 0.10 0.03
0.05 -0.02 0.07
0.07 -0.02 0.11
-0.10 0.09 -0.12
0.03 0.06 0.04
0.04 -0.11 -0.06

natural (NBO) population analysis, charges in e, atoms 1 to 5:
1 C -0.634
2 C -0.074
3 O -0.512
4 C 0.842
5 O -0.641